{
  "formula": "C24H42NOP3Pt",
  "method": "ωB97M-V with the def2-TZVPD basis set",
  "species": ["Pt", "P", "P", "P", "H", "C", "C", "H", "C", "C", "C", "C", "C", "C", "C", "C", "C", "H", "H", "H", "H", "H", "H", "H", "H", "H", "H", "H", "H", "H", "H", "H", "H", "H", "H", "H", "H", "H", "H", "H", "H", "H", "H", "H", "H", "H", "C", "C", "C", "C", "C", "C", "O", "H", "H", "H", "H", "H", "H", "N", "C", "C", "C", "C", "C", "C", "C", "H", "H", "H", "H", "H"],
  "positions_angstrom": [[0.241, 0.176, -0.113], [2.077, -1.014, 1.178], [1.382, 2.157, -0.218], [-0.877, -1.859, -0.210], [1.095, 2.673, -4.389], [0.238, 2.018, -4.427], [-1.000, 2.453, -3.822], [-0.981, 3.355, -3.198], [3.371, -1.781, 0.148], [2.992, 0.066, 2.342], [1.599, -2.361, 2.329], [0.623, 3.378, -1.310], [1.415, 3.035, 1.379], [3.088, 1.983, -0.816], [-2.281, -1.809, -1.360], [-1.682, -2.527, 1.304], [0.167, -3.224, -0.874], [0.077, 1.498, -5.383], [-1.728, 2.607, -4.648], [4.146, -2.222, 0.799], [3.835, -1.027, -0.502], [2.923, -2.575, -0.468], [3.924, -0.439, 2.639], [2.382, 0.218, 3.245], [3.246, 1.039, 1.902], [2.336, -3.176, 2.276], [0.609, -2.769, 2.107], [1.595, -1.980, 3.359], [0.702, 4.366, -0.843], [-0.439, 3.148, -1.445], [1.124, 3.365, -2.288], [2.426, 3.422, 1.574], [1.078, 2.404, 2.213], [0.719, 3.879, 1.268], [3.681, 2.834, -0.453], [3.041, 2.012, -1.913], [3.564, 1.046, -0.501], [-2.984, -2.602, -1.084], [-1.919, -1.948, -2.383], [-2.762, -0.828, -1.287], [-2.716, -2.779, 1.031], [-1.717, -1.785, 2.110], [-1.198, -3.444, 1.664], [-0.481, -4.044, -1.219], [0.858, -3.619, -0.115], [0.749, -2.848, -1.728], [-1.430, 0.166, -3.721], [-0.183, -0.493, -3.811], [-0.060, -1.573, -4.685], [-1.182, -1.998, -5.395], [-2.428, -1.391, -5.234], [-2.557, -0.291, -4.392], [-1.608, 1.383, -3.037], [-0.731, 0.882, -1.435], [0.655, -0.150, -3.193], [0.910, -2.047, -4.796], [-1.077, -2.860, -6.067], [-3.304, -1.766, -5.750], [-3.494, 0.256, -4.256], [-0.344, 0.422, 1.804], [-0.770, 0.467, 2.899], [-1.298, 0.610, 4.226], [-2.653, 0.957, 4.429], [-3.166, 1.069, 5.724], [-2.337, 0.872, 6.838], [-0.991, 0.551, 6.643], [-0.469, 0.431, 5.358], [-3.289, 1.142, 3.556], [-4.225, 1.314, 5.873], [-2.748, 0.974, 7.844], [-0.345, 0.394, 7.507], [0.586, 0.205, 5.205]],
  "s2": 6.0363,
  "homo_energy_ev": [-19.72, -19.28],
  "de_lowest_kj_mol": 281.9,
  "spin_multiplicity": 5,
  "charge": 4,
  "e_tot_ev": -60174.209
}


{
  "formula": "C7H17NaO3",
  "method": "ωB97M-V with the def2-TZVPD basis set",
  "species": ["C", "C", "O", "C", "C", "O", "C", "H", "H", "H", "H", "H", "H", "H", "H", "H", "H", "H", "C", "O", "C", "H", "H", "H", "H", "H", "Na", "H"],
  "positions_angstrom": [[-0.122, -2.789, 0.741], [0.930, -2.331, -0.265], [-1.284, -0.048, -2.169], [-0.406, 0.660, -2.958], [-0.143, 2.063, -2.419], [0.224, 1.923, -1.053], [0.507, 3.131, -0.391], [-1.132, -2.708, 0.305], [0.029, -3.854, 0.969], [0.860, -2.916, -1.192], [1.940, -2.502, 0.133], [-0.751, 0.785, -4.010], [0.586, 0.151, -3.017], [-1.054, 2.686, -2.489], [0.666, 2.568, -2.976], [0.791, 2.887, 0.640], [1.343, 3.657, -0.880], [-0.374, 3.795, -0.384], [-0.493, 0.114, 2.992], [-0.564, -0.708, 1.850], [-0.102, -2.033, 2.054], [-0.902, 1.097, 2.732], [-1.094, -0.313, 3.810], [0.552, 0.229, 3.323], [-0.757, -2.522, 2.795], [0.923, -1.993, 2.464], [-1.113, 0.181, -0.187], [0.938, -1.209, -0.418]],
  "homo_energy_ev": -6.89,
  "de_lowest_kj_mol": 0.0,
  "charge": 0,
  "e_tot_ev": -18092.659
}


{
  "formula": "C5H37NO13S",
  "method": "ωB97M-V with the def2-TZVPD basis set",
  "species": ["C", "N", "C", "C", "S", "C", "O", "C", "H", "H", "H", "H", "H", "H", "H", "H", "H", "H", "H", "H", "H", "H", "H", "O", "H", "H", "O", "H", "H", "O", "H", "H", "O", "H", "H", "O", "H", "H", "O", "H", "H", "O", "H", "H", "O", "H", "H", "O", "H", "H", "O", "H", "H", "O", "H", "H", "O"],
  "positions_angstrom": [[-1.178, -1.896, 0.360], [-0.872, -0.750, -0.510], [-1.945, 0.263, -0.527], [-3.345, -0.236, -0.915], [-4.085, 0.931, -2.182], [-1.902, 1.003, 0.817], [-1.483, 2.366, 0.714], [-0.045, -2.903, 0.277], [-2.093, -2.366, -0.051], [-1.325, -1.537, 1.383], [-0.576, -1.029, -1.441], [-1.642, 1.001, -1.284], [-3.304, -1.309, -1.124], [-4.039, -0.248, -0.082], [-4.358, 1.906, -1.278], [-1.187, 0.491, 1.458], [-2.855, 1.066, 1.334], [-0.829, 2.467, -0.018], [-0.018, -3.350, -0.733], [0.982, -2.509, 0.336], [-0.146, -3.573, 1.140], [1.115, 2.904, -1.499], [1.004, 1.462, -1.115], [0.816, 2.353, -0.748], [3.136, 0.258, -2.071], [1.957, 0.084, -3.027], [2.353, 0.727, -2.401], [-3.856, -2.674, 1.868], [-4.794, -1.611, 1.559], [-4.463, -2.422, 1.158], [0.034, -1.746, -4.137], [1.471, -2.006, -3.549], [0.752, -1.329, -3.639], [-3.838, 4.663, 0.701], [-2.979, 3.297, 0.481], [-3.753, 3.837, 0.205], [3.618, -0.632, 0.433], [5.009, -1.179, 0.401], [4.294, -0.928, -0.218], [1.044, 2.878, 1.935], [1.896, 2.898, 0.666], [1.961, 2.749, 1.647], [2.473, 1.086, 1.409], [1.345, 0.070, 0.921], [2.239, 0.121, 1.306], [2.212, -0.877, 4.017], [1.460, -0.791, 2.655], [1.482, -1.255, 3.527], [2.752, -3.104, -2.189], [3.441, -3.584, -3.508], [2.587, -3.294, -3.127], [3.557, 3.844, -2.544], [2.938, 2.506, -2.970], [2.715, 3.429, -2.736], [0.246, -0.099, 6.305], [0.292, -0.772, 4.903], [-0.273, -0.649, 5.707]],
  "s2": 0.7506,
  "homo_energy_ev": [0.18, -6.52],
  "de_lowest_kj_mol": 0.0,
  "spin_multiplicity": 2,
  "charge": -1,
  "e_tot_ev": -44728.781
}


{
  "formula": "C4H15NO2",
  "method": "ωB97M-V with the def2-TZVPD basis set",
  "species": ["C", "C", "N", "C", "C", "H", "H", "H", "H", "H", "H", "H", "H", "H", "H", "H", "H", "H", "O", "H", "H", "O"],
  "positions_angstrom": [[-0.109, 0.883, 2.087], [0.361, -0.492, 1.540], [-0.238, -0.853, 0.243], [0.458, -2.075, -0.239], [-0.382, 0.184, -0.770], [-0.427, 1.612, 1.362], [0.709, 1.239, 2.703], [-0.958, 0.549, 2.682], [1.449, -0.578, 1.691], [-0.028, -1.263, 2.218], [0.178, -2.231, -1.286], [1.515, -1.874, -0.100], [0.035, -2.888, 0.366], [0.555, 0.585, -1.149], [-0.975, 1.067, -0.501], [-0.965, -0.315, -1.561], [4.250, -0.441, -1.336], [2.946, -0.114, -0.665], [3.660, 0.307, -1.157], [-4.279, 2.414, -1.021], [-3.420, 1.221, -0.583], [-3.806, 1.650, -1.353]],
  "homo_energy_ev": -8.51,
  "de_lowest_kj_mol": 189.4,
  "smiles": "CCN(C)C.O.O",
  "charge": 0,
  "e_tot_ev": -9975.123
}


{
  "formula": "C23H31F6O3Tm",
  "method": "ωB97M-V with the def2-TZVPD basis set",
  "species": ["O", "C", "C", "H", "H", "C", "H", "H", "C", "H", "H", "H", "C", "H", "H", "H", "Tm", "C", "C", "C", "H", "C", "C", "H", "H", "H", "H", "C", "C", "C", "H", "C", "C", "H", "H", "H", "H", "O", "C", "C", "H", "H", "C", "H", "H", "C", "H", "H", "H", "H", "C", "C", "O", "C", "F", "F", "F", "C", "F", "F", "F", "H", "H", "H"],
  "positions_angstrom": [[-0.441, 0.618, -0.396], [0.589, 0.236, -1.409], [0.024, 1.214, -2.421], [0.440, -0.817, -1.669], [1.609, 0.460, -1.061], [-1.075, 1.498, -1.405], [-0.436, 0.721, -3.266], [0.692, 2.039, -2.688], [-2.386, 0.880, -1.848], [-2.219, -0.185, -2.050], [-2.742, 1.378, -2.758], [-3.155, 0.954, -1.075], [-1.142, 2.941, -0.981], [-0.132, 3.320, -0.796], [-1.752, 3.081, -0.084], [-1.592, 3.525, -1.792], [-0.128, 0.340, 1.782], [0.649, 2.208, 3.270], [1.734, 1.287, 3.203], [2.252, 1.290, 1.879], [2.167, 0.767, 4.047], [1.506, 2.240, 1.123], [0.498, 2.796, 1.976], [-0.193, 3.591, 1.707], [0.109, 2.476, 4.175], [3.111, 0.718, 1.526], [1.743, 2.566, 0.115], [-1.940, 0.111, 3.521], [-2.213, 1.373, 2.909], [-2.625, 1.132, 1.569], [-2.184, 2.349, 3.394], [-2.624, -0.286, 1.350], [-2.227, -0.916, 2.563], [-2.204, -1.992, 2.734], [-1.650, -0.046, 4.560], [-2.998, 1.890, 0.883], [-2.933, -0.801, 0.441], [0.166, -0.526, -4.415], [-0.279, 0.361, -5.483], [0.105, -0.220, -6.845], [0.195, 1.346, -5.351], [-1.365, 0.506, -5.390], [1.117, -1.344, -6.509], [0.543, 0.557, -7.483], [-0.789, -0.624, -7.339], [0.986, -1.563, -4.993], [2.136, -1.012, -6.733], [0.911, -2.261, -7.057], [1.960, -1.537, -4.488], [0.511, -2.530, -4.778], [-0.012, -3.281, 3.882], [1.056, -2.256, 3.596], [0.620, -1.204, 2.833], [1.594, -1.754, 4.986], [1.768, -2.775, 5.871], [2.772, -1.086, 4.907], [0.673, -0.897, 5.533], [2.238, -2.914, 2.796], [2.834, -3.921, 3.493], [1.745, -3.443, 1.638], [3.193, -2.017, 2.448], [-0.784, -2.820, 4.510], [0.436, -4.132, 4.406], [-0.464, -3.606, 2.940]],
  "s2": 2.0025,
  "homo_energy_ev": [-7.67, -7.72],
  "de_lowest_kj_mol": 58.6,
  "spin_multiplicity": 3,
  "charge": 0,
  "e_tot_ev": -76332.202
}